[1]
{
  "formula": "C41H41BO2P2Zr",
  "method": "ωB97M-V/def2-TZVPD",
  "charge": 2,
  "gap_ev": [1.48, 1.46],
  "max_force_ev_per_a": 6.5,
  "lumo_energy_ev": [-9.8, -9.8],
  "species": ["Zr", "C", "C", "C", "C", "C", "C", "C", "C", "C", "H", "H", "H", "H", "H", "H", "H", "H", "H", "H", "H", "H", "H", "H", "H", "P", "P", "C", "C", "C", "C", "C", "C", "C", "C", "C", "C", "C", "C", "C", "C", "C", "C", "C", "C", "C", "C", "C", "C", "C", "C", "C", "C", "H", "H", "H", "H", "H", "H", "H", "H", "H", "H", "H", "H", "H", "H", "H", "H", "H", "H", "H", "H", "H", "H", "O", "B", "O", "C", "C", "C", "C", "C", "C", "H", "H", "H", "H"],
  "coordinates": [[3.559771, 2.786251, -0.995071], [5.025586, 2.053965, -2.653300], [3.810758, 1.306222, -2.746091], [3.647779, -0.108036, -2.209466], [3.196102, -0.240469, -0.727388], [3.707810, 0.841348, 0.201582], [4.997705, 1.385158, 0.098005], [6.099948, 0.751367, -0.721529], [6.290240, 1.401896, -2.119341], [3.113673, 4.000762, 0.892788], [5.185989, 2.816575, -3.428017], [3.075914, 1.604432, -3.508340], [4.568703, -0.692279, -2.369703], [2.883328, -0.613502, -2.830948], [2.092662, -0.257649, -0.670645], [3.507562, -1.234410, -0.359366], [3.122594, 1.006078, 1.117278], [5.354969, 2.074914, 0.868416], [5.941639, -0.335427, -0.836716], [7.048617, 0.848728, -0.163794], [7.107981, 2.141977, -2.074966], [6.630074, 0.625911, -2.833555], [3.488267, 5.035877, 0.799645], [3.553291, 3.583553, 1.814297], [2.022642, 4.073018, 1.065726], [-4.964812, -1.490300, -0.649172], [-4.272293, -1.771361, 2.697756], [-4.458142, -3.018891, 0.176760], [-4.084586, -3.097020, 1.481919], [-6.192445, -2.104837, -1.866273], [-6.203586, -3.417674, -2.352013], [-7.159479, -3.815996, -3.288824], [-8.111568, -2.906058, -3.751856], [-8.115838, -1.588528, -3.264787], [-7.175409, -1.193388, -2.314771], [-3.499787, -1.161965, -1.729845], [-2.321518, -0.731355, -1.086330], [-1.159235, -0.510798, -1.827571], [-1.159129, -0.730373, -3.212468], [-2.335418, -1.125359, -3.855801], [-3.513003, -1.300351, -3.123870], [-5.250798, -2.699980, 3.971312], [-6.590622, -2.988701, 3.642635], [-7.383421, -3.750536, 4.502646], [-6.847421, -4.231460, 5.706661], [-5.527487, -3.926556, 6.051364], [-4.743489, -3.133920, 5.203710], [-2.614949, -1.767210, 3.479088], [-2.228950, -0.594875, 4.164834], [-1.000518, -0.544374, 4.819822], [-0.138439, -1.650994, 4.783110], [-0.512680, -2.804542, 4.088980], [-1.736871, -2.853199, 3.417313], [-4.424672, -3.923954, -0.442874], [-3.712309, -4.052584, 1.883226], [-5.470509, -4.146090, -2.014799], [-7.151985, -4.844652, -3.654824], [-8.853100, -3.216747, -4.487410], [-8.857061, -0.874112, -3.628350], [-7.188632, -0.175139, -1.914615], [-2.330329, -0.569677, -0.004783], [-0.253135, -0.157725, -1.329930], [-0.245429, -0.576364, -3.788614], [-2.345488, -1.289308, -4.934174], [-4.440849, -1.551812, -3.641350], [-7.002258, -2.618061, 2.701931], [-8.421055, -3.968434, 4.241306], [-7.465137, -4.831822, 6.377729], [-5.103281, -4.298549, 6.987913], [-3.728745, -2.868802, 5.505981], [-2.902599, 0.266350, 4.178817], [-0.709519, 0.358894, 5.360004], [0.825118, -1.606935, 5.289994], [0.148024, -3.672377, 4.061294], [-1.996653, -3.745856, 2.851413], [5.730617, 5.073324, -2.388298], [5.524117, 4.128323, -1.295026], [6.605218, 4.339039, -0.350207], [7.361522, 5.353109, -0.852420], [8.577288, 5.820338, -0.397585], [9.306783, 6.696743, -1.222918], [8.780466, 7.128993, -2.440219], [7.510245, 6.696519, -2.856018], [6.836890, 5.785480, -2.070307], [8.963183, 5.493331, 0.562900], [10.291329, 7.047939, -0.901470], [9.347774, 7.815070, -3.074838], [7.062463, 7.039890, -3.785306]],
  "forces_ev_per_a": [[-3.571, 4.771, 2.568], [0.357, -2.812, -3.035], [2.710, 0.203, -1.060], [-0.183, -0.561, -0.120], [-0.468, 0.067, 0.003], [1.979, -1.510, 0.857], [-0.322, -2.451, 1.169], [0.496, -0.238, -0.524], [0.520, 0.103, 0.125], [0.494, -0.077, -0.347], [-0.184, -0.013, 0.473], [0.088, 0.445, 0.342], [-0.245, 0.448, 0.026], [0.322, 0.341, 0.283], [0.398, 0.038, -0.016], [-0.012, 0.283, 0.049], [0.022, 0.492, -0.404], [-0.428, 0.269, -0.072], [-0.134, 0.535, 0.199], [-0.479, 0.075, -0.117], [-0.442, -0.208, -0.030], [-0.245, 0.343, 0.162], [-0.138, -0.246, 0.127], [-0.096, 0.194, -0.225], [0.152, -0.087, -0.176], [-0.176, 0.090, -0.514], [0.072, -0.252, 0.665], [0.739, -0.506, 1.478], [-0.471, -0.506, -1.607], [-0.468, 0.303, 0.028], [-0.231, 0.078, -0.160], [0.011, 0.108, 0.049], [0.146, 0.316, 0.218], [0.061, -0.292, -0.074], [0.315, -0.312, 0.001], [0.213, 0.037, 0.323], [0.068, -0.048, -0.298], [-0.342, -0.092, -0.131], [-0.160, 0.013, 0.215], [-0.036, 0.145, 0.147], [0.173, 0.000, -0.019], [-0.347, 0.097, -0.169], [0.056, -0.165, 0.207], [0.223, 0.086, 0.032], [0.095, 0.138, -0.207], [-0.036, 0.211, -0.163], [-0.001, -0.136, 0.087], [0.201, 0.596, -0.034], [-0.011, -0.461, -0.086], [0.161, -0.161, -0.053], [-0.301, 0.118, -0.094], [-0.041, 0.173, -0.101], [0.219, 0.122, 0.191], [0.247, 0.296, 0.342], [-0.391, 0.274, -0.324], [-0.172, 0.144, -0.156], [-0.034, 0.337, 0.087], [0.192, 0.082, 0.198], [0.213, -0.246, 0.149], [-0.007, -0.337, -0.156], [0.046, -0.068, -0.298], [-0.232, -0.145, -0.074], [-0.259, -0.066, 0.097], [0.019, 0.087, 0.306], [0.323, -0.052, 0.177], [0.044, -0.119, 0.228], [0.353, 0.070, 0.065], [0.212, 0.186, -0.228], [-0.170, 0.177, -0.328], [-0.276, -0.156, -0.121], [0.211, -0.277, 0.050], [-0.082, -0.289, -0.157], [-0.263, -0.035, -0.067], [-0.155, 0.265, 0.020], [0.090, 0.182, 0.257], [-1.413, -1.981, 1.375], [1.858, 2.147, -0.534], [-2.322, -1.125, -0.745], [0.621, 0.511, -0.937], [0.493, 0.170, 0.124], [-0.290, -0.219, 0.454], [-0.590, -0.010, -0.140], [0.235, 0.363, -0.376], [1.196, 0.230, 0.404], [0.043, 0.004, -0.167], [-0.421, -0.158, -0.076], [-0.243, -0.261, 0.269], [0.197, -0.084, 0.091]]
}

---

[2]
{
  "formula": "C22H21Cl4F3O",
  "method": "ωB97M-V/def2-TZVPD",
  "charge": -1,
  "gap_ev": [2.92, 9.05],
  "max_force_ev_per_a": 3.3,
  "multiplicity": 2,
  "lumo_energy_ev": [2.7, 2.7],
  "species": ["C", "Cl", "Cl", "Cl", "Cl", "C", "C", "O", "C", "H", "H", "H", "H", "H", "H", "F", "C", "C", "C", "C", "C", "C", "H", "H", "H", "H", "H", "F", "C", "C", "C", "C", "C", "C", "H", "H", "H", "H", "H", "F", "C", "C", "C", "C", "C", "C", "H", "H", "H", "H", "H"],
  "coordinates": [[0.660679, -14.981792, 21.050679], [1.253762, -15.283288, 22.733756], [-0.940404, -14.337069, 21.217293], [1.594341, -13.611424, 20.433019], [0.815818, -16.404635, 20.027237], [4.589357, -13.433893, 26.547906], [3.347354, -13.953702, 25.796045], [2.911595, -15.091081, 25.930967], [2.647687, -13.056022, 24.844058], [4.778982, -12.386851, 26.311613], [5.357430, -14.159235, 26.279506], [4.296762, -13.455838, 27.597668], [2.881569, -13.361365, 23.824170], [2.927927, -12.010047, 24.968573], [1.568337, -13.129014, 24.977374], [7.830900, -11.825576, 22.784071], [6.580150, -11.488753, 22.479904], [5.789425, -10.729787, 23.390984], [4.452440, -10.430999, 23.093742], [3.912784, -10.962562, 21.886450], [4.668442, -11.768108, 20.999173], [5.994120, -12.055378, 21.410053], [6.245244, -10.151667, 24.181185], [3.822355, -9.794044, 23.696790], [2.889006, -10.718391, 21.644229], [4.140167, -12.229756, 20.178074], [6.582178, -12.833022, 20.945463], [9.347528, -16.629339, 22.412537], [7.999479, -16.428833, 22.648086], [7.550392, -15.205714, 23.140386], [6.207475, -14.942790, 23.431868], [5.277626, -15.792226, 22.881896], [5.687196, -16.968650, 22.284766], [7.062363, -17.304155, 22.148255], [8.221269, -14.398634, 23.395219], [5.933703, -14.041260, 23.959784], [4.212080, -15.672761, 23.011356], [4.987566, -17.790126, 22.238912], [7.450145, -18.181514, 21.652014], [0.041895, -11.654310, 22.536156], [-1.182320, -11.387542, 23.048519], [-1.747479, -10.105262, 22.838155], [-2.909398, -9.761499, 23.501951], [-3.555029, -10.720479, 24.322918], [-2.979159, -11.934426, 24.515089], [-1.799162, -12.304895, 23.857261], [-1.199769, -9.329128, 22.324311], [-3.377803, -8.807023, 23.312324], [-4.522805, -10.561533, 24.775197], [-3.430893, -12.697032, 25.132153], [-1.332985, -13.271750, 23.976706]],
  "forces_ev_per_a": [[0.339, 0.788, 0.604], [0.886, -0.911, 2.436], [-3.068, 0.325, -0.113], [1.816, 1.887, -1.391], [-0.005, -2.262, -1.722], [-1.457, -0.427, -0.385], [-0.663, -1.088, 0.032], [1.062, 1.009, 0.461], [-0.215, 1.000, -0.050], [0.412, -0.260, -0.307], [0.396, 0.394, 0.466], [0.417, -0.352, 0.162], [-0.065, -0.002, -0.096], [0.115, 0.017, -0.059], [0.047, -0.238, -0.144], [0.802, 0.072, 0.288], [-2.316, 1.061, 2.116], [0.261, 0.978, -0.769], [0.740, -1.342, -1.992], [0.643, 0.074, -0.016], [-0.053, 0.840, 2.601], [-0.852, -1.080, -1.972], [0.292, -0.425, 0.385], [0.210, -0.010, 0.240], [-0.146, -0.162, -0.081], [0.375, -0.112, -0.174], [0.028, 0.050, -0.579], [-1.105, 0.101, 0.390], [-0.329, 1.372, -1.169], [0.543, 0.512, 1.372], [0.795, -0.121, -1.319], [-0.788, -0.786, 0.581], [1.506, -1.201, 0.625], [-0.368, 0.218, 0.244], [0.544, -0.253, 0.108], [-0.006, 0.135, -0.144], [-0.140, 0.263, 0.120], [-0.347, 0.187, -0.931], [-0.407, -0.365, 0.086], [-0.689, 0.224, 0.095], [0.115, 1.246, -0.062], [0.651, -0.389, 0.740], [-0.734, -1.124, 0.094], [-0.089, 1.137, -0.519], [0.803, -1.434, -0.379], [0.163, 0.074, 0.110], [0.083, -0.216, -0.402], [0.078, 0.149, 0.124], [0.000, 0.459, 0.066], [-0.237, 0.091, 0.138], [-0.045, -0.103, 0.087]]
}

---

Number 1: energy -67790.1031 eV. Number 2: energy -83442.3638 eV.